(1)
{"formula": "C7H23NO6", "method": "the ωB97M-V functional and the def2-TZVPD basis", "elements": ["C", "C", "C", "N", "C", "C", "C", "C", "H", "H", "H", "H", "H", "H", "H", "H", "H", "H", "H", "O", "H", "H", "O", "H", "H", "O", "H", "H", "O", "H", "H", "O", "H", "H", "O", "H", "H"], "coordinates": [[1.310, -0.761, 0.867], [0.000, -0.806, 0.235], [-0.493, -2.006, -0.174], [-1.631, -1.651, -0.914], [-1.907, -0.255, -0.849], [-2.816, 0.312, -1.852], [-0.963, 0.305, 0.037], [-0.932, 1.581, 0.773], [1.926, 0.237, 0.877], [2.014, -1.509, 0.384], [1.291, -1.126, 1.943], [0.117, -2.903, -0.201], [-2.063, -2.161, -1.636], [-3.800, -0.253, -2.149], [-2.133, 0.739, -2.788], [-3.310, 1.255, -1.387], [-0.006, 1.737, 1.281], [-0.870, 2.493, 0.131], [-1.787, 1.794, 1.320], [1.163, -3.047, -2.551], [1.698, -2.336, -2.885], [0.530, -3.300, -3.156], [3.712, -1.529, -1.637], [3.835, -0.571, -1.438], [2.835, -1.656, -1.984], [0.631, 1.516, 3.944], [-0.094, 1.038, 3.436], [1.042, 0.882, 4.507], [-1.842, -1.099, 3.070], [-1.794, -0.609, 2.175], [-1.627, -2.014, 2.670], [-0.421, 2.971, -3.388], [-1.080, 2.803, -2.693], [-0.012, 3.752, -3.054], [2.337, 2.191, 2.040], [3.276, 1.979, 2.273], [1.866, 2.006, 2.777]], "forces_ev_per_a": [[3.5631, 0.3189, 1.7931], [-1.0825, 1.0395, 1.2442], [-0.4942, 1.9586, -1.7107], [0.0084, 1.4410, 0.5993], [1.6197, -2.3098, 1.2302], [-1.5869, 3.0106, -1.2668], [0.1633, -2.9089, -1.3671], [1.4168, 1.7099, -2.6224], [-1.6729, -1.6754, -0.1070], [-0.8491, 0.7948, 0.3508], [-0.0540, 0.6481, -0.9059], [-0.8379, -0.1133, -0.3127], [-0.3548, -0.9056, -0.5206], [2.3626, 0.4782, 0.2392], [-2.1278, -1.3794, 2.0181], [0.9912, -1.1880, -0.8003], [0.4813, -0.3859, 0.9601], [-0.2110, -0.5532, -0.2688], [-1.5225, -0.0197, 1.5845], [1.9331, 0.1538, 2.6774], [-0.3025, 0.1038, -0.9046], [-1.8591, -0.4984, -2.2584], [1.0170, 0.9327, 0.3577], [-0.4656, -1.1409, -0.3395], [-0.2547, 0.3898, 0.3222], [-1.9106, 0.0572, -1.3798], [1.3632, 0.6192, 1.1252], [0.2156, -0.9451, 0.6593], [0.7548, -1.1043, -3.3309], [-0.2042, -0.6510, 1.8992], [-0.4495, 1.8428, 1.3024], [-0.9245, -0.7846, 0.3172], [0.1803, -0.2062, -0.4144], [0.7455, 0.9722, 0.1361], [4.3296, 0.8690, -3.8308], [-1.2834, 0.3786, -0.4132], [-2.6979, -0.9491, 3.9377]], "nbo_charge": [-0.678, -0.090, -0.095, -0.522, 0.133, -0.679, -0.124, -0.666, 0.252, 0.230, 0.210, 0.237, 0.396, 0.241, 0.230, 0.230, 0.246, 0.211, 0.220, -0.928, 0.457, 0.474, -0.928, 0.479, 0.451, -0.958, 0.501, 0.479, -0.955, 0.479, 0.474, -0.930, 0.465, 0.466, -0.955, 0.462, 0.480], "e_tot_ev": -21404.8664, "e_homo_ev": -7.970, "e_above_lowest_ev": 1.539, "smiles": "Cc1c[nH]c(C)c1C.O.O.O.O.O.O", "total_charge": 0}

***

(2)
{"formula": "C4H6N4O", "method": "the ωB97M-V functional and the def2-TZVPD basis", "elements": ["C", "C", "C", "N", "N", "O", "C", "N", "N", "H", "H", "H", "H", "H", "H"], "coordinates": [[3.481, -0.672, 0.022], [2.399, -0.177, 0.016], [1.000, 0.346, -0.105], [0.714, 1.535, 0.193], [-0.629, 1.871, 0.397], [0.059, -0.586, -0.491], [-0.538, -1.110, 0.694], [-1.805, -0.983, 0.627], [-2.292, -0.321, -0.450], [4.449, -1.194, -0.073], [-0.786, 2.808, -0.049], [-1.172, 1.273, -0.321], [0.111, -1.439, 1.442], [-3.191, -0.719, -0.544], [-1.801, -0.632, -1.357]], "forces_ev_per_a": [[2.0301, -1.2487, -0.2653], [-2.5699, 1.1635, -0.6312], [1.9986, -0.4739, 0.0930], [0.3291, 0.7144, 0.9173], [-0.7449, -0.2523, -3.6672], [1.4310, -0.5884, 1.3163], [-2.6133, 1.9226, -3.6526], [1.6623, -1.2611, 2.6451], [0.4567, -1.1954, -2.8309], [-1.2117, 0.8046, 0.3093], [0.6429, -0.6933, 1.1288], [0.2836, 0.7794, 1.8748], [0.4739, -0.6953, 1.2154], [-1.5323, 0.1915, -0.1534], [-0.6361, 0.8324, 1.7005]], "nbo_charge": [-0.187, -0.089, 0.400, -0.232, -0.633, -0.550, 0.291, -0.259, -0.636, 0.248, 0.359, 0.358, 0.202, 0.368, 0.359], "e_tot_ev": -12247.7486, "e_homo_ev": -9.237, "e_above_lowest_ev": 5.230, "smiles": "C#C/C(=N/N)O/C=N\\N", "total_charge": 0}

***

(3)
{"formula": "C41H27Co2F3NO7PS", "method": "the ωB97M-V functional and the def2-TZVPD basis", "elements": ["F", "C", "F", "F", "S", "C", "C", "C", "C", "C", "C", "N", "C", "C", "O", "O", "H", "H", "H", "H", "H", "O", "C", "Co", "C", "O", "C", "O", "C", "C", "C", "C", "C", "C", "C", "C", "C", "Co", "C", "O", "C", "O", "P", "C", "C", "C", "C", "C", "C", "C", "C", "C", "C", "C", "C", "C", "C", "C", "C", "C", "C", "H", "H", "H", "H", "H", "H", "H", "H", "H", "H", "H", "H", "H", "H", "H", "H", "H", "H", "H", "H", "H", "H"], "coordinates": [[1.498, 0.644, 5.743], [0.818, 0.370, 4.607], [1.653, 0.499, 3.563], [0.370, -0.906, 4.671], [-0.605, 1.616, 4.429], [-1.851, 1.134, 3.293], [-3.147, 1.057, 3.880], [-4.015, -0.030, 3.592], [-5.208, -0.160, 4.278], [-5.620, 0.834, 5.185], [-6.929, 0.773, 5.754], [-7.988, 0.798, 6.248], [-4.817, 1.967, 5.401], [-3.601, 2.076, 4.757], [-1.124, 1.526, 5.778], [0.022, 2.835, 3.972], [-1.548, 0.359, 2.604], [-3.682, -0.754, 2.842], [-5.826, -1.046, 4.117], [-5.145, 2.768, 6.068], [-3.014, 2.982, 4.890], [-3.679, -1.428, 0.161], [-2.661, -1.064, -0.263], [-1.146, -0.402, -0.816], [-0.123, 0.297, 0.451], [0.264, 0.648, 1.501], [-0.626, -2.078, -0.879], [-0.423, -3.215, -0.823], [-1.065, 0.869, -2.135], [-1.836, 1.255, -1.074], [-2.806, 1.949, -0.423], [-2.578, 2.918, 0.601], [-3.712, 3.411, 1.295], [-3.541, 4.223, 2.393], [-2.255, 4.589, 2.810], [-1.143, 4.219, 2.041], [-1.288, 3.357, 0.969], [0.877, 0.664, -1.838], [1.814, 1.347, -0.535], [2.488, 1.818, 0.282], [1.326, 1.726, -3.145], [1.728, 2.366, -4.023], [2.017, -1.029, -2.425], [2.613, -2.218, -1.168], [3.536, -3.226, -1.489], [4.049, -4.050, -0.480], [3.666, -3.864, 0.853], [2.762, -2.847, 1.176], [2.230, -2.048, 0.164], [1.186, -2.054, -3.713], [1.102, -3.450, -3.640], [0.370, -4.151, -4.604], [-0.243, -3.469, -5.658], [-0.121, -2.082, -5.758], [0.569, -1.369, -4.775], [3.617, -0.628, -3.254], [3.962, -1.058, -4.544], [5.183, -0.673, -5.112], [6.079, 0.124, -4.395], [5.750, 0.528, -3.098], [4.534, 0.144, -2.526], [-1.332, 0.891, -3.204], [-3.840, 1.748, -0.686], [-4.708, 3.111, 0.942], [-4.423, 4.542, 2.961], [-2.108, 5.110, 3.765], [-0.157, 4.596, 2.314], [-0.424, 3.022, 0.385], [3.853, -3.376, -2.522], [4.756, -4.841, -0.737], [4.073, -4.502, 1.644], [2.465, -2.667, 2.212], [1.514, -1.265, 0.425], [1.603, -3.995, -2.841], [0.280, -5.232, -4.519], [-0.825, -4.012, -6.404], [-0.564, -1.539, -6.593], [0.624, -0.276, -4.829], [3.288, -1.702, -5.109], [5.436, -1.005, -6.119], [7.032, 0.425, -4.838], [6.443, 1.141, -2.522], [4.301, 0.438, -1.499]], "forces_ev_per_a": [[-0.2484, -0.3114, -0.6177], [-0.4214, 0.4676, -0.7761], [0.1870, -0.5101, 0.8748], [0.4522, 0.5938, 0.0042], [-1.7381, -0.0708, -0.9495], [0.6718, -0.5887, 1.3523], [0.5604, -0.1320, -0.1173], [-0.2082, 0.2414, 0.2239], [0.2929, -0.0090, -0.4592], [-0.5214, -0.1961, -0.0721], [-1.0108, 0.2030, 0.8107], [1.1920, -0.1669, -0.6288], [0.5157, 0.0812, -0.2176], [-0.7843, -0.0168, 0.3554], [0.3771, 0.5017, 0.4384], [0.9992, -0.4424, 0.8847], [-0.0726, 0.1775, 0.0374], [-0.2188, 0.0756, 0.3972], [0.0046, 0.3056, 0.0115], [-0.0396, -0.2948, -0.2036], [-0.0594, -0.3782, -0.0057], [1.5273, 0.3215, -1.0407], [-1.6202, 0.1841, 1.7220], [-0.3799, -4.4354, 1.3023], [0.3461, 0.8600, 3.7264], [-0.4654, -0.8910, -2.7015], [0.5957, -1.7575, -1.2347], [-0.1761, 0.7890, 0.2735], [0.8709, 2.0525, -1.4080], [-0.3894, 1.4661, -2.7625], [-0.4331, 0.7089, -0.0636], [-0.3032, 0.8323, -0.5626], [0.3308, -0.0298, -0.3569], [0.0045, 0.1365, 0.3461], [0.0206, 0.2028, -0.0322], [-0.1892, 0.2458, 0.0486], [-0.2484, 0.3445, -0.2711], [0.0338, 0.2978, 0.2584], [0.9353, 1.1222, 0.9487], [-0.2374, -0.3697, -0.8177], [0.1096, -0.2114, -0.3229], [-0.3044, -0.1796, 0.5216], [-0.3266, -0.0322, -0.6170], [0.4268, -0.2994, 0.0577], [0.0394, -0.1731, 0.5864], [-0.1416, 0.0871, -0.0618], [-0.1121, 0.2263, -0.1052], [0.0843, -0.2053, -0.1054], [0.1451, 0.1115, 0.1338], [0.1995, -0.2775, 0.0397], [-0.2232, 0.1708, -0.5093], [-0.0240, 0.2158, -0.0454], [0.0934, -0.0464, 0.0934], [0.2158, 0.1274, 0.2914], [-0.0404, -0.3964, -0.0257], [0.2478, -0.3226, -0.0623], [0.2950, 0.2693, 0.1227], [-0.0193, 0.0430, 0.1965], [-0.2088, -0.0510, 0.0388], [-0.2005, -0.1850, 0.0492], [0.2336, 0.0624, -0.2693], [-0.3747, 0.7130, 0.7139], [-0.1031, -1.0668, 0.8525], [0.3927, 0.0704, 0.3048], [0.3622, -0.0984, -0.1200], [-0.0730, -0.0200, -0.5174], [-0.2772, -0.2899, -0.0196], [-0.2753, 0.1480, 0.2822], [-0.0219, 0.1121, 0.2425], [-0.1686, 0.2054, 0.0633], [-0.1031, 0.2102, -0.3077], [0.0872, -0.0985, -0.3511], [0.4365, -0.3300, -0.1342], [-0.2745, 0.1815, -0.1499], [-0.0196, 0.1856, -0.0662], [0.1758, 0.0711, 0.1814], [-0.0028, -0.1776, 0.1892], [0.0058, -0.4107, 0.1051], [0.1096, 0.2173, 0.1401], [-0.0546, 0.0658, 0.2151], [-0.3208, -0.0972, 0.1157], [-0.1411, -0.1441, -0.1328], [-0.0020, 0.0084, -0.3315]], "lowdin_charge": [0.099, -0.624, 0.090, 0.102, 0.727, -0.196, -0.289, -0.031, -0.060, -0.284, -0.241, 0.078, -0.044, -0.071, -0.341, -0.326, 0.052, 0.099, 0.104, 0.111, 0.098, 0.120, -0.142, 0.103, -0.193, 0.056, -0.208, 0.100, -0.205, -0.237, -0.099, -0.246, -0.070, -0.133, -0.131, -0.121, -0.046, -0.085, -0.259, 0.090, -0.228, 0.072, 1.032, -0.326, -0.101, -0.093, -0.093, -0.058, -0.086, -0.330, -0.089, -0.089, -0.108, -0.091, -0.093, -0.314, -0.080, -0.099, -0.111, -0.087, -0.079, 0.071, 0.106, 0.105, 0.098, 0.097, 0.098, 0.105, 0.106, 0.093, 0.096, 0.111, 0.066, 0.091, 0.096, 0.092, 0.097, 0.097, 0.097, 0.093, 0.092, 0.099, 0.103], "e_tot_ev": -162303.4608, "e_homo_ev": -0.817, "e_above_lowest_ev": 1.199, "total_charge": -2}